No. 1
Formula: C46H40AsBrFeN3O3P
Source: the Open Molecules 2025 dataset
Level of theory: the ωB97M-V functional and the def2-TZVPD basis

Last column: Mulliken spin population.
Element x y z (Å)
Fe: 0.14 0.05 -0.36  3.766
C: -2.41 2.22 -3.20  0.001
O: -2.92 3.06 -2.17  0.001
C: -2.04 3.54 -1.23  0.011
C: -2.23 4.84 -0.83  -0.003
C: -1.37 5.44 0.10  0.009
C: -0.32 4.71 0.60  -0.004
C: -0.13 3.37 0.24  0.003
C: 1.03 2.69 0.80  0.006
N: 1.26 1.46 0.67  0.010
N: 2.43 0.97 1.25  0.002
C: 2.60 -0.26 0.85  0.000
O: 1.83 -0.90 0.01  0.076
C: 3.74 -1.02 1.42  0.006
C: 4.29 -0.65 2.64  0.001
C: 5.35 -1.38 3.17  0.000
C: 5.87 -2.46 2.48  0.001
C: 5.31 -2.83 1.26  -0.001
C: 4.25 -2.12 0.74  0.004
C: -1.04 2.74 -0.65  0.033
O: -0.97 1.45 -0.93  0.106
H: -3.11 2.32 -4.03  0.000
H: -1.42 2.54 -3.52  0.001
H: -2.36 1.18 -2.89  -0.002
H: -3.05 5.39 -1.27  -0.001
H: -1.53 6.46 0.40  0.001
H: 0.38 5.17 1.29  0.000
H: 1.75 3.28 1.38  0.007
H: 3.88 0.20 3.16  -0.001
H: 5.77 -1.10 4.13  0.000
H: 6.70 -3.02 2.89  0.000
H: 5.71 -3.68 0.72  0.000
H: 3.79 -2.40 -0.20  0.001
Br: -1.91 -4.53 -4.94  0.000
C: -1.34 -3.30 -3.63  -0.004
C: -0.01 -3.22 -3.29  0.000
C: 0.36 -2.29 -2.33  0.007
N: -0.51 -1.49 -1.73  -0.005
C: -1.79 -1.59 -2.06  0.005
C: -2.26 -2.48 -3.01  0.007
H: 0.73 -3.87 -3.75  0.000
H: 1.39 -2.20 -2.00  -0.001
H: -2.47 -0.93 -1.53  -0.011
H: -3.31 -2.53 -3.25  0.000
C: -2.80 -1.92 2.44  0.039
C: -3.73 -0.83 2.95  0.003
As: -5.08 -1.38 4.28  0.000
C: -3.81 -2.12 5.56  -0.001
C: -3.44 -1.29 6.62  0.000
C: -2.48 -1.68 7.54  0.000
C: -1.88 -2.93 7.43  0.000
C: -2.24 -3.78 6.39  0.000
C: -3.20 -3.38 5.46  0.001
C: -5.74 -3.01 3.43  0.000
C: -5.94 -3.06 2.05  0.000
C: -6.48 -4.19 1.45  0.000
C: -6.83 -5.29 2.22  0.000
C: -6.65 -5.24 3.60  0.000
C: -6.12 -4.11 4.20  0.000
P: -1.26 -1.27 1.64  -0.058
C: -0.52 -0.54 3.15  -0.022
C: -0.09 -1.28 4.25  0.000
C: 0.41 -0.64 5.38  0.000
C: 0.46 0.74 5.42  -0.001
C: -0.01 1.49 4.35  0.004
C: -0.50 0.85 3.22  -0.007
C: -0.43 -2.89 1.36  0.007
C: 0.87 -3.21 1.75  -0.008
C: 1.46 -4.41 1.36  -0.001
C: 0.75 -5.31 0.57  0.000
C: -0.54 -5.00 0.16  0.002
C: -1.12 -3.80 0.55  0.010
H: -3.31 -2.59 1.74  0.003
H: -2.43 -2.53 3.26  -0.006
H: -4.24 -0.32 2.13  0.000
H: -3.16 -0.06 3.48  -0.003
H: -3.91 -0.32 6.72  0.000
H: -2.21 -1.02 8.36  0.000
H: -1.13 -3.24 8.15  0.000
H: -1.78 -4.75 6.29  0.000
H: -3.48 -4.06 4.67  -0.001
H: -5.69 -2.20 1.44  0.000
H: -6.63 -4.21 0.37  0.000
H: -7.23 -6.18 1.75  0.000
H: -6.94 -6.09 4.21  0.000
H: -5.99 -4.08 5.27  0.000
H: -0.16 -2.37 4.25  0.000
H: 0.75 -1.23 6.22  0.000
H: 0.86 1.24 6.30  0.000
H: 0.02 2.57 4.39  0.000
H: -0.86 1.43 2.38  0.003
H: 1.45 -2.51 2.33  0.001
H: 2.47 -4.63 1.67  0.000
H: 1.21 -6.24 0.26  0.000
H: -1.10 -5.69 -0.46  0.000
H: -2.12 -3.56 0.21  -0.001

The energy above the lowest of the compared OMol25 structures with the same formula, charge and spin is 0.0 kcal/mol. Its total charge is 0. The calculation puts the total energy at -233522.241 eV. Its HOMO energy (alpha / beta) is -0.2700 / -0.2740 Eh. The LUMO energy (alpha / beta) comes out at 0.052 / 0.013 eV. As for the expectation value of S²: 6.0163. The frontier orbital gap (alpha / beta) is 0.27190 / 0.27452 Eh. The multiplicity is 5.

No. 2
Formula: C23H52Cl2N5O16P4
Source: the Open Molecules 2025 dataset
Level of theory: the ωB97M-V functional and the def2-TZVPD basis

Last column: Löwdin charge in e.
Element x y z (Å)
C: 0.90 -1.71 5.96  -0.118
C: 2.24 -0.76 5.67  -0.188
C: 2.43 -0.75 4.04  -0.157
O: 3.42 0.27 3.57  -0.081
N: 2.73 0.98 2.66  -0.123
C: 2.03 2.24 3.12  -0.102
C: 2.94 3.60 3.05  -0.611
C: 2.31 4.56 1.87  -0.152
Cl: 4.76 3.26 2.88  0.551
C: 2.69 0.52 1.37  -0.134
N: 3.22 -0.65 0.62  -0.050
C: 4.43 -1.40 1.05  -0.098
C: 5.79 -0.52 1.30  -0.072
O: 6.88 -1.21 1.71  -0.059
C: 2.15 -1.30 -0.22  -0.255
N: 2.51 -2.06 -1.48  0.113
C: 2.48 -3.42 -1.13  0.010
O: 2.57 -4.65 -0.56  0.045
C: 1.15 0.03 -0.35  -0.243
C: 0.32 0.25 -1.75  -0.122
C: -1.20 0.77 -1.30  -0.232
N: -1.13 2.03 -0.41  -0.035
N: 1.87 1.24 0.28  -0.214
P: 3.08 2.04 -0.82  0.707
O: 3.44 1.00 -2.18  -0.381
Cl: 2.18 3.81 -1.67  0.204
H: 0.75 -2.48 5.07  0.088
H: 1.12 -2.31 6.94  0.089
H: -0.10 -1.07 6.03  0.081
H: 2.12 0.34 6.04  0.118
H: 3.16 -1.33 6.12  0.123
H: 1.35 -0.51 3.59  0.151
H: 2.70 -1.84 3.69  0.133
H: 1.75 2.06 4.26  0.159
H: 1.00 2.30 2.55  0.141
H: 2.75 4.18 4.08  0.131
H: 3.07 4.62 0.97  0.042
H: 1.24 4.19 1.50  0.084
H: 2.14 5.68 2.25  0.106
H: 4.67 -2.28 0.28  0.163
H: 4.18 -1.96 2.07  0.136
H: 5.92 0.63 1.11  0.132
H: 1.59 -1.99 0.58  0.175
H: 0.30 -0.16 0.44  0.136
H: 0.80 1.14 -2.34  0.093
H: 0.19 -0.74 -2.36  0.129
H: -1.63 -0.08 -0.58  0.122
H: -1.90 0.93 -2.24  0.120
H: -0.26 2.58 -0.61  0.018
H: -1.20 1.75 0.60  0.057
H: 4.13 0.31 -1.95  0.083
C: 6.24 -3.30 -6.22  -0.140
O: 5.64 -2.53 -7.25  -0.329
P: 4.56 -1.24 -6.83  0.835
O: 5.43 -0.90 -5.61  -0.248
O: 3.42 -2.36 -6.42  -0.293
C: 2.95 -3.21 -7.45  -0.122
O: 3.49 0.04 -6.40  -0.318
C: 3.02 0.13 -5.07  -0.160
H: 6.61 -4.23 -6.65  0.094
H: 7.09 -2.75 -5.80  0.084
H: 5.52 -3.54 -5.43  0.085
H: 3.39 -4.20 -7.31  0.092
H: 3.23 -2.83 -8.44  0.086
H: 1.87 -3.29 -7.39  0.091
H: 3.77 0.61 -4.43  0.058
H: 2.76 -0.85 -4.66  0.074
H: 2.12 0.75 -5.06  0.090
C: -6.03 3.19 -4.20  -0.136
O: -6.17 2.28 -3.12  -0.333
P: -5.46 0.71 -3.27  0.824
O: -4.26 1.30 -4.02  -0.253
O: -6.66 0.28 -4.33  -0.284
C: -7.99 0.30 -3.84  -0.121
O: -4.76 -0.87 -3.42  -0.339
C: -4.31 -1.30 -4.69  -0.147
H: -6.78 3.98 -4.08  0.094
H: -5.04 3.66 -4.17  0.083
H: -6.19 2.71 -5.16  0.091
H: -8.49 1.19 -4.24  0.093
H: -8.01 0.34 -2.74  0.083
H: -8.51 -0.59 -4.18  0.093
H: -3.32 -0.89 -4.90  0.080
H: -5.00 -1.02 -5.49  0.085
H: -4.23 -2.39 -4.67  0.088
C: -3.86 -2.36 6.59  -0.135
O: -3.84 -1.69 5.33  -0.339
P: -3.73 0.04 5.30  0.818
O: -2.77 0.01 6.50  -0.255
O: -5.29 0.13 5.81  -0.282
C: -6.28 -0.42 4.96  -0.119
O: -3.61 1.76 5.27  -0.337
C: -3.81 2.48 6.48  -0.143
H: -4.25 -3.37 6.44  0.095
H: -2.84 -2.44 6.97  0.078
H: -4.49 -1.84 7.31  0.094
H: -6.62 -1.36 5.39  0.094
H: -5.89 -0.60 3.95  0.082
H: -7.13 0.27 4.90  0.095
H: -2.89 2.48 7.07  0.083
H: -4.63 2.08 7.07  0.085
H: -4.04 3.52 6.22  0.090

Its total charge is +1. The calculation puts the total energy at -127075.497 eV. Its HOMO energy is -0.4140 Eh. The LUMO energy comes out at -5.436 eV. The frontier orbital gap is 0.21420 Eh.

No. 3
Formula: C35H39FeN2P2
Source: the Open Molecules 2025 dataset
Level of theory: the ωB97M-V functional and the def2-TZVPD basis

Last column: Löwdin charge in e.
Element x y z (Å)
Fe: 0.37 -0.17 -0.55  0.195
N: 2.23 0.03 -1.41  0.001
C: 3.11 1.22 -1.42  -0.207
C: 2.72 2.22 -2.49  -0.256
N: 1.47 2.91 -2.15  0.007
H: 2.70 -0.72 -0.90  0.084
H: 2.15 -0.32 -2.36  0.097
H: 4.14 0.91 -1.60  0.126
H: 3.09 1.68 -0.43  0.099
H: 2.58 1.70 -3.44  0.114
H: 3.56 2.91 -2.63  0.116
H: 1.13 3.43 -2.95  0.084
H: 1.64 3.59 -1.42  0.079
C: -1.20 2.36 0.94  -0.268
C: -1.25 1.81 -0.50  -0.361
P: -2.09 0.16 -0.61  1.064
C: -1.50 -0.48 -2.22  -0.425
C: -1.87 -1.80 -2.55  -0.100
C: -1.65 -2.30 -3.81  -0.059
C: -0.89 -1.57 -4.72  -0.060
C: -0.42 -0.32 -4.38  -0.073
C: -0.76 0.25 -3.15  -0.104
C: -3.83 0.61 -0.91  -0.358
C: -4.66 0.74 0.20  -0.097
C: -5.98 1.14 0.04  -0.070
C: -6.47 1.39 -1.23  -0.068
C: -5.65 1.24 -2.34  -0.066
C: -4.33 0.86 -2.18  -0.076
C: 0.21 2.26 1.55  -0.309
P: 0.81 0.52 1.54  1.047
C: 2.57 0.64 1.98  -0.367
C: 3.16 1.81 2.45  -0.099
C: 4.52 1.86 2.72  -0.066
C: 5.30 0.73 2.53  -0.066
C: 4.73 -0.44 2.07  -0.060
C: 3.37 -0.49 1.79  -0.089
C: 0.00 -0.15 3.02  -0.343
C: 0.53 0.09 4.29  -0.072
C: -0.13 -0.36 5.42  -0.065
C: -1.32 -1.05 5.30  -0.068
C: -1.85 -1.31 4.05  -0.066
C: -1.19 -0.86 2.91  -0.113
H: -1.91 1.83 1.59  0.093
H: -1.50 3.40 0.95  0.115
H: -0.21 1.80 -0.91  0.029
H: -1.74 2.51 -1.17  0.105
H: -2.48 -2.36 -1.85  0.123
H: -2.02 -3.28 -4.07  0.117
H: -0.69 -1.97 -5.71  0.113
H: 0.17 0.25 -5.09  0.109
H: -0.46 1.27 -2.94  0.082
H: -4.28 0.52 1.20  0.099
H: -6.62 1.25 0.91  0.110
H: -7.50 1.69 -1.35  0.111
H: -6.04 1.43 -3.33  0.110
H: -3.70 0.74 -3.05  0.106
H: 0.23 2.67 2.56  0.097
H: 0.90 2.85 0.93  0.079
H: 2.56 2.70 2.61  0.099
H: 4.96 2.78 3.08  0.110
H: 6.36 0.77 2.74  0.111
H: 5.34 -1.33 1.93  0.112
H: 2.92 -1.42 1.44  0.093
H: 1.47 0.62 4.39  0.105
H: 0.30 -0.17 6.40  0.110
H: -1.83 -1.41 6.19  0.110
H: -2.78 -1.86 3.95  0.109
H: -1.59 -1.09 1.93  0.062
C: 1.18 -4.88 -0.35  -0.092
C: 1.02 -4.20 0.84  -0.086
C: 0.80 -2.83 0.85  -0.133
C: 0.73 -2.08 -0.33  -0.226
C: 0.89 -2.80 -1.53  -0.141
C: 1.13 -4.17 -1.55  -0.086
H: 1.36 -5.95 -0.36  0.103
H: 1.07 -4.74 1.78  0.105
H: 0.69 -2.35 1.81  0.068
H: 0.98 -2.27 -2.47  0.083
H: 1.26 -4.68 -2.49  0.104

The energy above the lowest of the compared OMol25 structures with the same formula, charge and spin is 4.9 kcal/mol. Its total charge is +1. The calculation puts the total energy at -92866.905 eV. Its HOMO energy (alpha / beta) is -0.3931 / -0.3896 Eh. The LUMO energy (alpha / beta) comes out at -2.281 / -2.183 eV. The frontier orbital gap (alpha / beta) is 0.30931 / 0.30940 Eh.

No. 4
Formula: C4H3FN2O
Source: the Open Molecules 2025 dataset
Level of theory: the ωB97M-V functional and the def2-TZVPD basis

Last column: natural (NBO) charge in e.
Element x y z (Å)
C: 1.84 1.00 0.19  -0.443
C: 1.11 -0.14 -0.04  0.340
F: 1.84 -1.33 -0.28  -0.340
C: -0.34 -0.14 0.04  -0.082
C: -1.28 -1.18 0.17  0.143
O: -2.57 -0.73 0.03  -0.272
N: -2.40 0.65 -0.26  0.103
N: -1.12 0.98 -0.27  -0.180
H: 2.94 1.31 -0.31  0.255
H: 1.14 1.90 0.58  0.236
H: -1.18 -2.33 0.14  0.241

The energy above the lowest of the compared OMol25 structures with the same formula, charge and spin is 110.3 kcal/mol. Its total charge is 0. The calculation puts the total energy at -11937.416 eV. Its HOMO energy is -0.3531 Eh. The LUMO energy comes out at -0.097 eV. The frontier orbital gap is 0.34954 Eh. As for the structure (SMILES): C=C(F)c1conn1.

No. 5
Formula: C5H8O2
Source: the Open Molecules 2025 dataset
Level of theory: the ωB97M-V functional and the def2-TZVPD basis

Last column: natural (NBO) charge in e.
Element x y z (Å)
C: 1.79 1.39 0.66  -0.604
C: 0.41 0.77 0.86  -0.394
C: -0.01 -0.12 -0.32  -0.509
C: -1.38 -0.75 -0.18  0.540
O: -2.05 -0.68 0.83  -0.495
C: -1.91 -1.72 -1.33  0.252
O: -1.59 -2.89 -1.18  -0.514
H: 2.57 0.62 0.55  0.204
H: 2.07 2.02 1.51  0.217
H: 1.82 2.02 -0.24  0.202
H: -0.34 1.56 1.00  0.209
H: 0.40 0.18 1.79  0.216
H: -0.01 0.46 -1.25  0.225
H: 0.73 -0.93 -0.47  0.242
H: -2.51 -1.91 -2.23  0.210

The energy above the lowest of the compared OMol25 structures with the same formula, charge and spin is 46.9 kcal/mol. Its total charge is 0. The calculation puts the total energy at -9407.796 eV. Its HOMO energy is -0.3475 Eh. The LUMO energy comes out at 0.803 eV. The frontier orbital gap is 0.37703 Eh. As for the structure (SMILES): CCCC(=O)C=O.

No. 6
Formula: C32H88CrCsN8O12S
Source: the Open Molecules 2025 dataset
Level of theory: the ωB97M-V functional and the def2-TZVPD basis

Last column: Mulliken spin population.
Element x y z (Å)
Cr: -1.24 1.60 -1.78  4.068
Cs: -3.93 2.73 1.61  0.005
S: -0.77 0.49 0.66  0.006
O: -0.14 1.59 -0.04  -0.145
O: -1.53 0.98 1.79  0.029
O: -1.65 0.10 -0.38  -0.121
O: 0.24 -0.47 0.96  -0.007
C: -2.06 -1.87 3.60  0.000
C: -3.01 -2.10 2.47  0.000
C: -4.16 -3.13 2.76  0.000
O: -3.73 -4.37 3.30  0.000
C: -3.51 -5.44 2.40  0.000
N: -3.61 -0.76 2.22  0.001
H: -2.48 -1.34 4.45  0.000
H: -1.21 -1.24 3.36  0.000
H: -1.60 -2.83 3.80  0.000
H: -2.41 -2.40 1.61  0.001
H: -4.76 -3.28 1.87  0.000
H: -4.86 -2.63 3.43  0.000
H: -4.50 -5.59 1.95  0.000
H: -3.23 -6.42 2.79  0.000
H: -2.90 -5.14 1.55  0.000
H: -2.80 -0.16 2.11  -0.003
H: -4.02 -0.81 1.30  0.000
C: 1.22 5.54 2.61  0.000
C: 1.51 4.46 1.56  -0.002
C: 2.51 3.33 1.99  0.001
O: 3.82 4.03 2.13  0.000
C: 4.92 3.17 2.56  0.000
N: 0.16 3.90 1.31  -0.005
H: 2.15 6.02 2.91  0.000
H: 0.86 5.04 3.51  0.000
H: 0.44 6.27 2.41  0.000
H: 1.85 4.89 0.62  0.000
H: 2.59 2.54 1.23  0.002
H: 2.27 2.92 2.97  0.000
H: 5.00 2.32 1.88  0.000
H: 4.77 2.81 3.58  0.000
H: 5.87 3.71 2.53  0.000
H: -0.10 3.47 2.18  -0.005
H: 0.12 3.13 0.65  0.053
C: -1.03 0.02 -4.88  0.078
C: -0.13 -0.73 -3.90  -0.004
C: 1.20 -1.32 -4.44  0.006
O: 2.02 -0.30 -4.99  0.001
C: 3.11 -0.79 -5.77  0.000
N: 0.24 0.26 -2.85  -0.070
H: -0.63 0.95 -5.30  -0.001
H: -2.00 0.22 -4.41  -0.003
H: -1.16 -0.61 -5.76  0.001
H: -0.77 -1.47 -3.42  0.002
H: 0.87 -2.05 -5.18  -0.001
H: 1.69 -1.78 -3.59  0.000
H: 2.67 -1.02 -6.74  0.000
H: 3.76 -1.59 -5.41  0.000
H: 3.77 0.03 -6.02  0.000
H: 0.64 -0.37 -2.17  -0.004
H: 1.10 0.67 -3.19  0.035
C: 0.82 4.61 -4.35  -0.002
C: 0.94 3.51 -3.22  0.025
C: 1.86 3.94 -2.11  -0.013
O: 3.15 4.13 -2.67  0.001
C: 4.21 4.27 -1.69  0.000
N: -0.44 3.26 -2.80  -0.077
H: 0.30 4.29 -5.25  0.000
H: 1.85 4.85 -4.61  0.001
H: 0.27 5.49 -4.02  -0.001
H: 1.31 2.68 -3.82  -0.008
H: 1.87 3.20 -1.32  0.026
H: 1.52 4.90 -1.72  0.001
H: 3.95 5.17 -1.12  0.000
H: 5.19 4.34 -2.16  0.000
H: 4.19 3.46 -0.97  0.000
H: -0.63 4.09 -2.25  0.025
H: -1.01 3.40 -3.62  0.029
C: -6.52 -1.30 -0.91  0.001
C: -4.96 -1.31 -1.01  -0.004
C: -4.38 -1.38 -2.47  -0.009
O: -4.59 -2.59 -3.17  0.000
C: -4.27 -2.44 -4.57  0.000
N: -4.43 -0.17 -0.32  0.012
H: -6.97 -0.43 -1.40  0.000
H: -6.98 -1.43 0.07  0.000
H: -6.91 -2.17 -1.43  0.000
H: -4.52 -2.12 -0.43  0.001
H: -3.31 -1.19 -2.41  0.041
H: -4.82 -0.54 -3.01  -0.005
H: -3.26 -2.02 -4.57  0.001
H: -4.90 -1.72 -5.09  0.000
H: -4.15 -3.33 -5.20  0.000
H: -4.71 0.70 -0.75  0.002
H: -3.43 -0.23 -0.45  0.011
C: -0.45 1.91 6.32  0.000
C: -0.31 2.00 4.81  0.000
C: 0.69 0.88 4.38  -0.001
O: 2.05 1.24 4.74  0.000
C: 2.96 0.17 4.44  0.000
N: -1.61 1.80 4.25  0.000
H: -1.04 2.67 6.85  0.000
H: 0.58 1.90 6.68  0.000
H: -0.89 0.95 6.57  0.000
H: 0.04 2.98 4.49  0.000
H: 0.55 0.65 3.32  0.001
H: 0.32 -0.04 4.85  0.000
H: 2.79 -0.14 3.40  0.000
H: 2.82 -0.63 5.16  0.000
H: 3.92 0.68 4.47  0.000
H: -1.82 0.86 4.55  0.000
H: -1.52 1.62 3.26  -0.002
C: 3.27 0.62 -1.36  -0.002
C: 3.24 -0.86 -0.81  0.000
C: 3.74 -1.02 0.69  0.000
O: 5.15 -0.95 0.75  0.000
C: 5.61 -0.68 2.07  0.000
N: 1.84 -1.25 -0.98  -0.004
H: 3.21 0.75 -2.45  0.000
H: 4.23 1.09 -1.13  0.000
H: 2.54 1.19 -0.80  0.007
H: 3.76 -1.51 -1.51  0.000
H: 3.28 -1.84 1.23  0.000
H: 3.34 -0.18 1.26  0.000
H: 5.07 0.15 2.52  0.000
H: 6.63 -0.30 2.07  0.000
H: 5.47 -1.50 2.78  0.000
H: 1.28 -0.70 -0.35  0.012
H: 1.67 -2.17 -0.59  0.001
C: 0.16 -5.33 0.75  0.000
C: 0.30 -3.92 0.25  0.000
C: -0.74 -3.54 -0.79  0.015
O: -0.71 -4.54 -1.89  0.000
C: -1.91 -4.73 -2.59  0.000
N: 0.26 -3.05 1.45  0.000
H: 0.24 -6.03 -0.07  0.000
H: -0.82 -5.55 1.17  0.000
H: 1.00 -5.55 1.40  0.000
H: 1.27 -3.87 -0.24  0.000
H: -0.58 -2.58 -1.27  -0.001
H: -1.71 -3.43 -0.31  0.000
H: -1.93 -5.64 -3.18  0.000
H: -1.91 -3.88 -3.28  0.000
H: -2.80 -4.73 -1.96  0.000
H: 0.48 -2.11 1.16  -0.003
H: -0.64 -3.00 1.89  0.000

The energy above the lowest of the compared OMol25 structures with the same formula, charge and spin is 122.8 kcal/mol. Its total charge is +1. The calculation puts the total energy at -110896.439 eV. Its HOMO energy (alpha / beta) is -0.3919 / -0.3920 Eh. The LUMO energy (alpha / beta) comes out at -4.172 / -4.430 eV. As for the expectation value of S²: 6.0145. The frontier orbital gap (alpha / beta) is 0.23861 / 0.22917 Eh. The multiplicity is 5.